# 1
Entry from the OMol25 dataset: a 16-piece molecular cluster, C16H64N32O16 overall at a distorted geometry (wB97M-V/def2-TZVPD).

Calculated values
Total charge: 0
Gap between HOMO and LUMO, eV: 8.2
ΔE to the lowest compared entry with this formula, charge and spin, kJ/mol: 40.1
E_HOMO, hartree: -0.310

Last column: Löwdin charge in e.
Geometry (Å):
C: 5.3898 -1.2833 -3.5007  -0.690
O: 6.3192 -0.5337 -3.2486  0.014
N: 4.1030 -0.8824 -3.2907  0.156
N: 5.4984 -2.5556 -4.0159  0.148
H: 3.3689 -1.5909 -3.2967  0.032
H: 3.8838 -0.0027 -2.8513  0.072
H: 4.6731 -3.1020 -4.1879  0.074
H: 6.3707 -2.8237 -4.4303  0.093
C: -4.3928 2.8984 1.7627  -0.681
O: -5.0065 2.5040 2.7647  -0.007
N: -3.3463 2.2276 1.2448  0.171
N: -4.6363 4.0227 1.0575  0.167
H: -2.9730 1.4747 1.7906  0.069
H: -3.1375 2.3744 0.2682  0.064
H: -5.3333 4.6585 1.4080  0.108
H: -3.9526 4.4042 0.4133  0.055
C: -3.5417 3.3186 -1.9161  -0.676
O: -3.1137 4.4044 -1.4571  -0.050
N: -2.8771 2.1598 -1.8608  0.175
N: -4.7479 3.2757 -2.5123  0.182
H: -1.9006 2.0114 -1.6452  0.072
H: -3.5257 1.3917 -2.0602  0.056
H: -5.2137 4.1671 -2.4894  0.111
H: -5.1679 2.4797 -2.9536  0.100
C: -0.0197 5.4850 0.2461  -0.696
O: 1.1034 5.9644 0.4750  -0.018
N: -1.0844 5.9506 0.9327  0.158
N: -0.2141 4.3864 -0.4947  0.187
H: -0.9891 6.7071 1.5816  0.101
H: -2.0219 5.7005 0.6630  0.071
H: -1.1814 4.2145 -0.7413  0.052
H: 0.5340 3.9125 -0.9632  0.082
C: -3.0719 -0.8738 3.0195  -0.633
O: -1.8874 -0.9388 2.6305  -0.068
N: -3.3341 -0.6106 4.3266  0.190
N: -4.1739 -1.0034 2.2544  0.198
H: -2.5538 -0.5670 4.9779  0.065
H: -4.2152 -0.9907 4.6278  0.107
H: -4.9649 -0.6155 2.7439  0.110
H: -4.1771 -1.2132 1.2735  0.094
C: 2.4143 3.1012 -2.9067  -0.649
O: 2.8462 2.0832 -2.3724  0.001
N: 1.2171 3.1599 -3.5760  0.169
N: 3.1265 4.2336 -3.0717  0.175
H: 0.6221 2.3522 -3.5599  0.051
H: 0.9449 3.9926 -4.0575  0.096
H: 2.8090 5.1205 -3.4081  0.102
H: 4.1252 4.1681 -2.9526  0.120
C: -1.3460 0.4644 -4.5887  -0.651
O: -0.2389 0.4541 -4.0343  0.002
N: -1.8306 1.4354 -5.4134  0.172
N: -2.2764 -0.4553 -4.2732  0.175
H: -2.6406 1.2893 -5.9775  0.100
H: -1.1663 2.1938 -5.4396  0.106
H: -2.0570 -1.2049 -3.6408  0.069
H: -3.1450 -0.5202 -4.7703  0.107
C: 0.3105 2.8393 3.0933  -0.659
O: 1.4563 2.4148 2.8322  -0.028
N: -0.7374 2.3084 2.4638  0.188
N: 0.0377 3.8069 4.0093  0.171
H: -0.5458 1.4978 1.9068  0.064
H: -1.6232 2.7568 2.5966  0.079
H: -0.9148 3.8954 4.3038  0.099
H: 0.8733 4.1833 4.4197  0.108
C: -1.6286 -4.3676 0.2093  -0.610
O: -1.7866 -3.8539 -0.9082  -0.035
N: -1.6143 -3.6107 1.3292  0.193
N: -1.4931 -5.7015 0.5140  0.181
H: -1.4405 -4.1098 2.1816  0.097
H: -1.6374 -2.6002 1.3713  0.058
H: -1.6328 -6.0392 1.4443  0.106
H: -1.2164 -6.2713 -0.2677  0.114
C: 1.8194 -6.0745 1.6209  -0.672
O: 1.6820 -7.2443 1.9390  0.033
N: 1.6347 -4.8889 2.2780  0.126
N: 2.3713 -5.7724 0.3942  0.148
H: 1.4901 -4.1171 1.6341  0.059
H: 1.0192 -4.8848 3.0796  0.108
H: 2.4588 -4.8289 0.0384  0.051
H: 2.4108 -6.5457 -0.2475  0.099
C: -4.0024 -1.1119 -1.6235  -0.684
O: -4.6000 -0.0377 -1.7059  -0.005
N: -4.6162 -2.3057 -1.8746  0.170
N: -2.7403 -1.2573 -1.1666  0.191
H: -4.1450 -3.1720 -1.6757  0.086
H: -5.6144 -2.2834 -1.9853  0.106
H: -2.2784 -2.1472 -1.0181  0.040
H: -2.2487 -0.3886 -0.9855  0.077
C: 3.6466 -2.5046 0.9799  -0.634
O: 2.5628 -2.7503 0.3745  -0.078
N: 4.5772 -1.7416 0.3837  0.214
N: 3.8259 -2.8612 2.2591  0.176
H: 4.3476 -1.3836 -0.5312  0.102
H: 5.3976 -1.4651 0.8912  0.115
H: 3.1559 -3.5804 2.5216  0.067
H: 4.5867 -2.5002 2.8022  0.111
C: 0.1727 -0.7280 5.7006  -0.660
O: -0.9479 -0.2951 5.9903  -0.002
N: 1.2357 -0.7281 6.5512  0.158
N: 0.4306 -1.2065 4.4753  0.178
H: 1.9885 -1.3609 6.3393  0.092
H: 1.2328 -0.4566 7.5164  0.104
H: 1.3642 -1.4088 4.1641  0.097
H: -0.3061 -1.1641 3.7899  0.057
C: 1.1340 -3.1963 -3.1193  -0.633
O: 2.1020 -2.7549 -3.7256  0.007
N: 1.0751 -4.4265 -2.5382  0.175
N: -0.0077 -2.4569 -2.9681  0.182
H: 0.3483 -4.5517 -1.8550  0.063
H: 1.8290 -5.0830 -2.5952  0.102
H: -0.0533 -1.4758 -3.2005  0.057
H: -0.6725 -2.8706 -2.3306  0.047
C: 4.7551 2.5665 1.1986  -0.704
O: 5.7271 2.1312 0.5869  -0.005
N: 4.8309 3.0307 2.4696  0.145
N: 3.5233 2.7520 0.6600  0.174
H: 4.0192 3.2380 3.0259  0.079
H: 5.7056 2.9372 2.9544  0.093
H: 2.6654 2.8786 1.1761  0.061
H: 3.4604 2.3548 -0.2679  0.063
C: 0.1218 0.2258 -0.2785  -0.644
O: -0.7783 1.0803 -0.3753  -0.042
N: 1.1590 0.1108 -1.1462  0.209
N: 0.0565 -0.7586 0.6298  0.191
H: 1.3511 0.9008 -1.7465  0.057
H: 1.6118 -0.7666 -1.3317  0.083
H: 0.6508 -1.5595 0.7392  0.075
H: -0.8268 -0.6334 1.1260  0.048

# 2
Entry from the OMol25 dataset: a 16-piece molecular cluster, C16H64O24 overall at a distorted geometry (wB97M-V/def2-TZVPD).

Calculated values
Total charge: 0
Gap between HOMO and LUMO, eV: 9.3
ΔE to the lowest compared entry with this formula, charge and spin, kJ/mol: 315.9
E_HOMO, hartree: -0.341

Last column: Löwdin charge in e.
Geometry (Å):
O: 6.8245 5.1760 -3.8991  -0.044
H: 6.8154 6.1312 -3.9606  -0.027
H: 6.2682 4.9787 -3.1456  0.036
O: 3.4829 7.7781 -3.0219  -0.033
H: 4.2426 8.0843 -3.5172  0.003
H: 3.1931 8.5453 -2.5283  -0.019
O: 6.5852 9.0400 2.6292  -0.048
H: 6.7232 8.5080 3.4129  0.032
H: 6.6056 8.4126 1.9066  -0.015
O: 10.7634 11.3452 -2.2798  -0.046
H: 10.2375 10.7883 -2.8537  -0.001
H: 10.9578 10.7934 -1.5222  0.025
O: 6.0212 11.6218 -5.8992  -0.031
H: 5.5664 11.7765 -6.7272  0.058
H: 6.6293 10.9075 -6.0893  0.009
O: 7.5607 12.3233 -2.9916  -0.030
H: 6.6230 12.1523 -2.9041  0.015
H: 7.7307 13.0442 -2.3852  0.033
O: 8.4455 10.1081 -4.4687  -0.042
H: 8.5151 10.8753 -5.0369  0.063
H: 7.9323 10.4102 -3.7194  0.014
O: 4.6115 10.9824 -3.6841  -0.039
H: 3.6854 10.9859 -3.9261  0.048
H: 5.0389 11.5047 -4.3629  -0.002
C: 8.5174 12.3685 1.2082  -0.259
C: 8.3285 13.6181 0.3008  -0.266
O: 7.0516 13.5465 -0.1977  -0.052
O: 8.7498 11.3286 0.3399  -0.051
H: 7.6546 12.2188 1.8573  0.116
H: 9.3595 12.5076 1.8861  0.118
H: 9.2521 13.7231 -0.2686  0.127
H: 8.4583 14.5276 0.8873  0.103
H: 6.4132 13.2661 0.4622  0.100
H: 7.9215 11.0349 -0.0464  0.066
C: 3.4776 5.3948 -5.6382  -0.303
C: 4.6876 6.2969 -6.1482  -0.176
O: 4.2329 7.0778 -7.2770  -0.083
O: 3.1619 4.3274 -6.3667  -0.034
H: 2.5336 5.8925 -5.4165  0.113
H: 3.7692 5.0770 -4.6371  0.101
H: 5.6126 5.7393 -6.2957  0.111
H: 5.0662 7.0203 -5.4260  0.078
H: 3.8743 7.8854 -6.9018  0.069
H: 2.4488 3.8157 -5.9777  0.099
C: 4.2709 5.4763 2.5816  -0.192
C: 4.2893 6.5555 1.4745  -0.184
O: 5.6482 6.5148 0.9824  -0.119
O: 4.5754 4.0762 2.2501  -0.082
H: 3.2837 5.3363 3.0220  0.115
H: 5.0962 5.8029 3.2144  0.114
H: 4.0625 7.5534 1.8499  0.117
H: 3.6916 6.3112 0.5964  0.112
H: 5.9120 5.6412 0.6842  0.063
H: 3.7518 3.5831 2.2388  0.071
C: 11.2689 7.3069 -4.1288  -0.242
C: 12.3537 8.1237 -3.4303  -0.277
O: 12.6639 9.4071 -3.8131  -0.058
O: 11.5211 7.0010 -5.4697  -0.056
H: 10.2709 7.6338 -3.8370  0.105
H: 11.3738 6.2888 -3.7538  0.122
H: 13.2773 7.5600 -3.5621  0.118
H: 12.0473 8.2196 -2.3886  0.110
H: 13.3592 9.7568 -3.2511  0.092
H: 11.3856 7.7386 -6.0691  0.053
C: 8.9945 6.0041 0.5258  -0.228
C: 9.9630 4.8985 0.9679  -0.206
O: 9.2652 3.7671 1.5249  -0.065
O: 7.9045 5.5495 -0.2636  -0.081
H: 9.6166 6.6865 -0.0534  0.115
H: 8.4799 6.6712 1.2174  0.111
H: 10.6754 5.3921 1.6289  0.120
H: 10.4724 4.4962 0.0924  0.121
H: 9.8085 3.4034 2.2278  0.083
H: 7.6640 4.7587 0.2245  0.074
C: 8.4539 9.1131 -8.3626  -0.243
C: 9.1849 8.2839 -7.2672  -0.212
O: 10.0171 9.1887 -6.6081  -0.066
O: 7.5140 9.9619 -7.7945  -0.070
H: 7.9017 8.3754 -8.9448  0.114
H: 9.1027 9.6222 -9.0754  0.125
H: 9.7560 7.4810 -7.7335  0.124
H: 8.4324 7.8372 -6.6174  0.126
H: 9.6090 9.5388 -5.8128  0.042
H: 7.1845 10.5090 -8.5113  0.097
C: 1.3909 10.4241 -0.9941  -0.264
C: 2.3123 9.2932 -0.3735  -0.234
O: 1.8459 7.9924 -0.4659  -0.051
O: 1.4167 10.4904 -2.3316  -0.050
H: 1.8373 11.3612 -0.6615  0.117
H: 0.3209 10.4018 -0.7875  0.127
H: 2.5151 9.5515 0.6658  0.116
H: 3.2645 9.2963 -0.9040  0.096
H: 0.9516 8.0984 -0.7987  0.091
H: 0.5946 10.7568 -2.7497  0.105
C: 6.5248 8.6266 -1.3171  -0.130
C: 7.4291 7.9735 -2.4748  -0.199
O: 6.7257 7.9077 -3.6831  -0.090
O: 6.2229 10.0756 -1.6023  -0.094
H: 7.0780 8.5052 -0.3858  0.093
H: 5.6120 8.0468 -1.1803  0.093
H: 7.8073 6.9852 -2.2136  0.103
H: 8.1675 8.7752 -2.4820  0.101
H: 6.8977 8.6879 -4.2155  0.070
H: 5.5867 10.1202 -2.3198  0.005

# 3
Entry from the OMol25 dataset: a 19-piece molecular cluster, C16H68B3ClF3NO27P overall at a distorted geometry (wB97M-V/def2-TZVPD).

Calculated values
Total charge: -1
Gap between HOMO and LUMO, eV: 5.9
E_HOMO, hartree: -0.143

Last column: Löwdin charge in e.
Geometry (Å):
C: 2.8931 -3.5722 -0.6959  -0.059
C: 1.7406 -2.7863 -0.0269  -0.249
O: 1.2904 -1.6776 -0.7629  -0.089
C: 2.2699 -0.7334 -1.1141  -0.121
C: 1.8781 0.7233 -0.9015  -0.375
C: 3.1020 1.5773 -1.2702  -0.081
O: 3.8839 1.0493 -2.3672  0.054
C: 3.5595 1.3759 -3.6192  -0.709
F: 2.4759 0.7561 -4.0938  0.179
F: 3.3957 2.6912 -3.8110  0.167
F: 4.5918 0.9741 -4.4078  0.123
O: 0.8608 1.1949 -1.7601  0.010
B: -0.5138 1.0001 -1.1377  -0.653
C: -1.3998 2.3737 -1.0967  -0.102
C: -2.9143 2.1709 -0.9590  -0.202
C: -3.3964 1.2884 0.2080  -0.144
C: -4.0139 -0.0362 -0.2815  -0.161
N: -5.2659 -0.3719 0.4772  -0.101
C: -4.8721 -1.0842 1.7235  -0.065
C: -6.0653 -1.2960 -0.2360  -0.514
C: -7.5284 -1.2960 0.1380  -0.012
O: -5.6503 -2.0631 -1.0861  0.070
B: -1.2922 -0.2231 -2.0855  -0.478
O: -1.6170 -1.5215 -1.7160  0.120
O: -1.6363 0.1016 -3.4316  0.090
O: -0.1096 0.6427 0.2944  -0.016
C: 1.2077 1.0416 0.4996  -0.430
B: 1.7223 0.2757 1.7828  -0.514
O: 3.0382 -0.1715 1.7983  0.130
C: 0.8300 0.0217 3.0464  -0.170
C: 0.1410 -1.3716 3.0517  -0.083
P: 1.4049 2.9113 0.7849  0.759
O: 2.9674 3.0101 1.3170  -0.360
Cl: 0.3819 3.2344 2.5994  0.308
H: 3.2306 -3.1455 -1.6319  0.055
H: 3.7590 -3.5746 -0.0282  0.071
H: 2.6086 -4.6167 -0.8103  0.059
H: 0.8801 -3.4433 0.0601  0.092
H: 2.0339 -2.5398 1.0019  0.098
H: 2.4649 -0.8423 -2.1826  0.134
H: 3.2157 -0.9141 -0.5891  0.132
H: 3.7865 1.5648 -0.4225  0.108
H: 2.7832 2.6056 -1.4189  0.118
H: -1.0850 3.0421 -0.2829  0.061
H: -1.2383 2.9284 -2.0265  0.079
H: -3.3646 3.1593 -0.8184  0.099
H: -3.3522 1.7995 -1.8913  0.086
H: -2.5991 1.0749 0.9228  0.109
H: -4.1799 1.8111 0.7637  0.107
H: -3.3139 -0.8643 -0.1573  0.113
H: -4.2643 0.0685 -1.3322  0.083
H: -5.6861 -1.0889 2.4497  0.079
H: -4.5869 -2.1123 1.4837  0.090
H: -4.0038 -0.6119 2.1721  0.087
H: -7.9188 -2.2993 0.0020  0.072
H: -7.6656 -0.9510 1.1596  0.076
H: -8.0497 -0.6390 -0.5586  0.087
H: -1.5716 -2.0879 -2.4983  0.094
H: -2.5977 0.1870 -3.4677  0.068
H: 3.1149 -0.8549 2.4788  0.109
H: 0.0565 0.7688 3.1673  0.032
H: 1.4842 0.0911 3.9232  0.097
H: 0.2226 -1.9086 2.1070  0.056
H: -0.9268 -1.2240 3.2164  0.064
H: 0.4902 -2.0006 3.8744  0.066
H: 3.1529 2.4438 2.0837  0.051
O: 4.2579 -4.7377 -3.2073  -0.056
H: 4.4520 -5.5800 -3.6286  0.029
H: 4.4333 -4.0798 -3.8947  0.016
O: -0.4905 -4.8353 1.4696  -0.062
H: -1.1967 -4.9706 0.8319  0.021
H: -0.0249 -5.6756 1.4712  0.021
O: -0.8452 -6.7642 -0.5397  -0.049
H: -0.2949 -6.3494 -1.2139  0.053
H: -1.2342 -7.5294 -0.9747  0.044
O: 2.1832 6.2610 3.5223  -0.076
H: 2.6633 6.6605 2.7863  0.021
H: 1.8102 5.4528 3.1495  -0.032
O: -10.4676 -1.9841 0.0748  -0.052
H: -11.1643 -2.5149 0.4735  0.036
H: -10.9350 -1.2912 -0.4027  0.041
O: 4.7784 7.5770 2.9035  -0.053
H: 4.4102 7.8842 3.7388  0.037
H: 5.5618 8.1154 2.7594  0.035
O: 6.4866 0.5573 0.3935  -0.032
H: 5.5876 0.2807 0.1685  0.053
H: 6.6258 1.3613 -0.1184  0.071
O: -0.7820 0.1645 5.6643  -0.041
H: -0.9685 0.6873 6.4498  0.036
H: -0.6857 -0.7358 5.9846  0.035
O: 8.2303 -1.7037 0.0475  -0.067
H: 8.7902 -1.5212 -0.7131  0.041
H: 7.6386 -0.9338 0.1041  -0.003
O: -3.7071 -2.7077 3.9432  -0.051
H: -3.0719 -3.4267 3.9600  0.037
H: -4.5553 -3.1186 4.1391  0.037
O: 7.5728 -4.1194 -1.4806  -0.069
H: 7.9634 -3.7251 -0.6888  -0.001
H: 7.7639 -5.0594 -1.4167  0.023
O: -0.5287 7.2616 2.0571  -0.064
H: -0.0387 7.6040 2.8134  0.030
H: -0.3063 6.3222 2.0748  0.009
O: 4.9909 -2.0150 -5.1363  -0.043
H: 5.5968 -1.9566 -5.8804  0.036
H: 4.4613 -1.2110 -5.1899  0.021
O: 7.1511 0.3748 3.5495  -0.063
H: 7.1231 0.1915 2.6016  -0.001
H: 7.1596 -0.4936 3.9624  0.028
O: -3.1958 5.4911 1.7054  -0.060
H: -3.5012 5.7978 2.5639  0.028
H: -2.3757 5.9773 1.5628  -0.003
O: -1.0094 4.3911 -3.8511  -0.042
H: -0.4497 4.3442 -4.6323  0.033
H: -1.5103 5.2066 -3.9501  0.031
O: -7.5824 -2.2699 -3.8295  -0.060
H: -7.1361 -1.6130 -4.3710  0.017
H: -7.2515 -2.1070 -2.9356  0.005
O: -5.5317 0.7104 -3.3561  -0.041
H: -5.4985 0.4284 -4.2756  0.037
H: -5.5921 -0.1086 -2.8488  0.006